# 1
{"formula": "C2H3F2PS", "method": "ωB97M-V with the def2-TZVPD basis set", "smiles": "FP(F)S.C#C", "gap_ev": 10.60, "charge": 0, "homo_ev": -9.91, "e_tot_ev": -27680.9019, "lumo_ev": 0.695, "de_lowest_kcal_mol": 62.01, "elements": ["F", "C", "P", "F", "H", "H", "C", "H", "S"], "coordinates": [[-1.387, 1.312, -2.985], [0.245, -0.078, 2.179], [-0.715, 1.171, -1.494], [0.798, 1.630, -1.924], [0.426, -0.679, -0.404], [0.335, 1.004, 2.392], [0.500, -1.192, 1.851], [0.149, -2.236, 1.831], [-0.351, -0.930, -1.446]]}


# 2
{"formula": "C2H3F3N2", "method": "ωB97M-V with the def2-TZVPD basis set", "gap_ev": [8.94, 9.53], "charge": 0, "homo_ev": [-8.79, -8.99], "e_tot_ev": -13249.7059, "lumo_ev": [0.145, 0.535], "de_lowest_kcal_mol": 130.01, "elements": ["C", "C", "F", "H", "F", "H", "F", "N", "H", "N"], "coordinates": [[-1.357, -0.435, -0.070], [1.810, -0.111, 0.068], [1.646, -1.191, 0.804], [-0.900, -1.219, 0.711], [2.242, 1.045, 0.584], [-1.883, 1.627, 0.099], [2.501, -0.388, -0.989], [-0.527, 0.402, -0.781], [-2.292, -0.636, -0.718], [-1.240, 0.907, 0.291]]}


# 3
{"formula": "C2H3F3N2O", "method": "ωB97M-V with the def2-TZVPD basis set", "smiles": "N#CC(F)(F)F.[NH3+][O-]", "gap_ev": 10.25, "charge": 0, "homo_ev": -9.66, "e_tot_ev": -15299.0713, "lumo_ev": 0.589, "de_lowest_kcal_mol": 84.02, "elements": ["F", "N", "H", "F", "H", "H", "O", "C", "C", "F", "N"], "coordinates": [[2.445, -0.788, 0.517], [-1.323, 1.356, 0.155], [-2.217, 1.094, 0.119], [0.619, -1.479, 1.371], [-0.960, 1.175, -0.937], [-1.066, 2.378, 0.202], [-0.627, 0.516, 0.942], [0.461, -0.494, -0.721], [1.213, -1.309, 0.259], [1.451, -2.499, -0.250], [0.005, 0.048, -1.658]]}


# 4
{"formula": "C2H3F3NO", "method": "ωB97M-V with the def2-TZVPD basis set", "gap_ev": 10.03, "charge": 1, "homo_ev": -16.35, "e_tot_ev": -13798.2438, "lumo_ev": -6.322, "de_lowest_kcal_mol": 43.38, "elements": ["O", "F", "H", "H", "N", "C", "F", "H", "F", "C"], "coordinates": [[1.117, 0.492, 0.479], [0.141, 2.723, -0.805], [0.509, -2.138, -0.889], [-0.574, -1.858, 0.479], [-1.160, 2.584, -0.388], [0.987, -0.673, 0.345], [-1.608, 1.514, -1.142], [1.059, -2.659, 0.887], [-1.036, 1.974, 0.869], [0.565, -1.961, 0.164]]}


# 5
{"formula": "C2H3F3O2", "method": "ωB97M-V with the def2-TZVPD basis set", "spin_multiplicity": 3, "s_squared": 2.006, "gap_ev": [7.31, 7.53], "charge": 0, "homo_ev": [-6.68, -12.11], "e_tot_ev": -14364.2151, "lumo_ev": [0.631, -4.575], "de_lowest_kcal_mol": 14.78, "elements": ["H", "F", "H", "O", "H", "C", "O", "F", "C", "F"], "coordinates": [[-2.300, 0.478, -0.833], [2.019, -1.329, 0.696], [0.129, 0.571, 1.247], [0.434, -1.477, -0.767], [-2.112, -0.818, -0.548], [1.060, -0.764, -0.103], [-2.186, -0.049, -0.014], [1.917, 1.311, 0.702], [0.798, 0.685, 0.309], [0.243, 1.393, -0.689]]}


# 6
{"formula": "C2H3F3O3SYb", "method": "ωB97M-V with the def2-TZVPD basis set", "spin_multiplicity": 2, "s_squared": 0.761, "gap_ev": [8.62, 7.75], "charge": 1, "homo_ev": [-14.20, -13.82], "e_tot_ev": -58771.5359, "lumo_ev": [-5.585, -6.070], "de_lowest_kcal_mol": 0.00, "elements": ["Yb", "C", "F", "O", "F", "C", "S", "H", "O", "H", "O", "F", "H"], "coordinates": [[2.664, 1.632, -0.394], [-1.451, 0.816, -0.374], [-1.778, 0.968, 0.903], [1.194, 0.256, -1.436], [-1.183, 1.984, -0.942], [0.552, -1.280, 0.907], [0.088, -0.303, -0.516], [1.586, -0.956, 1.182], [0.982, 1.432, 0.857], [0.659, -2.312, 0.555], [-0.553, -1.354, -1.382], [-2.498, 0.296, -0.995], [-0.262, -1.180, 1.635]]}